Entry from the OMol25 dataset: the ion C7H15ClN with charge +1 (wB97M-V/def2-TZVPD).

Properties
**Orbital gap**: 10.8 eV
**E_HOMO**: -14.172 eV
**LUMO energy**: -0.1256 Eh
**Charge**: +1
**Structure (SMILES)**: CC[C@@H](Cl)[C@H]1CC[NH2+]C1
**Energy above the lowest of the compared OMol25 structures with the same formula, charge and spin**: 0.00 kcal per mole

Last columns: bonded neighbours and bond lengths (Å).
Element x y z (Å)
1 C 3.24 -0.29 0.31  C2 1.523, H10 1.086, H11 1.089, H12 1.089
2 C 1.87 -0.22 -0.36  C1 1.523, C3 1.524, H13 1.093, H14 1.093
3 C 0.77 0.44 0.46  C2 1.524, Cl4 1.783, C5 1.535, H15 1.095
4 Cl 1.31 1.92 1.29  C3 1.783
5 C -0.45 0.84 -0.38  C3 1.535, C6 1.532, C9 1.519, H16 1.088
6 C -1.01 -0.27 -1.28  C5 1.532, C7 1.517, H17 1.092, H18 1.085
7 C -1.69 -1.21 -0.30  C6 1.517, N8 1.534, H19 1.087, H20 1.083
8 N -2.26 -0.24 0.75  C7 1.534, C9 1.529, H21 1.017, H22 1.017
9 C -1.68 1.14 0.46  C5 1.519, N8 1.529, H23 1.084, H24 1.087
10 H 3.65 0.70 0.45  C1 1.086
11 H 3.92 -0.84 -0.33  C1 1.089
12 H 3.19 -0.80 1.27  C1 1.089
13 H 1.96 0.30 -1.32  C2 1.093
14 H 1.54 -1.25 -0.58  C2 1.093
15 H 0.46 -0.23 1.27  C3 1.095
16 H -0.16 1.71 -0.97  C5 1.088
17 H -1.74 0.18 -1.95  C6 1.092
18 H -0.29 -0.79 -1.91  C6 1.085
19 H -0.96 -1.82 0.21  C7 1.087
20 H -2.49 -1.81 -0.71  C7 1.083
21 H -3.28 -0.24 0.73  N8 1.017
22 H -1.99 -0.54 1.69  N8 1.017
23 H -1.51 1.68 1.39  C9 1.084
24 H -2.41 1.65 -0.16  C9 1.087